14
Properties=species:S:1:pos:R:3:forces:R:3 method="wB97M-V/def2-TZVPD" e_tot_ev=-8370.2179 e_above_lowest_kj_mol=295.6
C -1.23912 1.43126 0.18996 0.07 -0.06 0.02
O -0.05164 0.65388 0.35844 0.08 0.06 -0.55
C 0.72482 0.54934 -0.76939 0.07 -0.04 0.06
C 1.74371 -0.30657 -0.85997 -0.02 0.35 0.15
C -1.48664 -1.84384 -0.17682 0.73 -1.17 -0.26
O -0.81845 -2.74368 -0.35904 -0.79 1.07 0.24
H -1.69416 1.52236 1.17880 0.12 0.04 -0.17
H -0.98678 2.42371 -0.20407 -0.09 -0.11 0.11
H -1.95717 0.93870 -0.48053 0.23 0.05 0.11
H 0.45505 1.24157 -1.57639 0.10 -0.26 0.21
H 2.38873 -0.30922 -1.73993 -0.36 0.00 0.27
H 2.01414 -0.94698 -0.01960 -0.14 0.11 -0.28
H 0.51482 -1.06210 1.95878 -0.01 0.12 -0.06
H 0.39269 -1.54842 2.49978 0.01 -0.16 0.16



14
Properties=species:S:1:pos:R:3:forces:R:3 method="wB97M-V/def2-TZVPD" e_tot_ev=-8370.7686 smiles=OC[C@H]1C[C@H]1O e_above_lowest_kj_mol=242.5
O 0.53336 -0.66786 -1.50152 0.44 -0.78 0.12
C 1.32280 0.13479 -0.64233 0.26 -0.05 0.18
C 0.43296 0.72279 0.45850 0.15 -0.22 0.01
C -0.97834 0.84928 -0.05383 -0.03 -0.07 -0.33
C -0.64604 -0.18686 0.97061 0.07 -0.35 0.05
O -0.61248 -1.57102 0.55890 -0.34 0.11 0.35
H 0.09156 -1.29458 -0.84438 0.73 0.48 -1.19
H 1.79515 0.94135 -1.22126 -0.19 -0.24 0.05
H 2.11281 -0.49039 -0.21803 0.13 0.16 0.17
H 0.89532 1.43074 1.14813 -0.21 -0.21 -0.16
H -0.84944 0.39568 -1.07420 -1.33 0.95 0.86
H -1.65289 1.67784 0.15732 0.26 -0.24 -0.09
H -0.94651 -0.12999 2.01389 -0.07 0.37 -0.25
H -1.49826 -1.81175 0.24820 0.13 0.09 0.25